Entry 1:
{
  "formula": "C32H62O15S4",
  "method": "the ωB97M-V functional and the def2-TZVPD basis",
  "homo_lumo_gap_ha": 0.3524,
  "smiles": "C[C@H]1COC(=O)O1.O=S1(=O)CCCC1.O=S1(=O)CCCC1.O=S1(=O)CCCC1.O=S1(=O)CCCC1.CC(C)=O.CC(C)=O.CC(C)=O.CC(C)=O",
  "e_homo_ev": -9.56,
  "e_lumo_ev": 0.0304,
  "species": ["C", "C", "C", "O", "C", "O", "O", "H", "H", "H", "H", "H", "H", "C", "C", "O", "C", "H", "H", "H", "H", "H", "H", "C", "C", "O", "C", "H", "H", "H", "H", "H", "H", "C", "C", "O", "C", "H", "H", "H", "H", "H", "H", "C", "C", "O", "C", "H", "H", "H", "H", "H", "H", "C", "C", "C", "S", "O", "O", "C", "H", "H", "H", "H", "H", "H", "H", "H", "C", "C", "C", "S", "O", "O", "C", "H", "H", "H", "H", "H", "H", "H", "H", "C", "C", "C", "S", "O", "O", "C", "H", "H", "H", "H", "H", "H", "H", "H", "C", "C", "C", "S", "O", "O", "C", "H", "H", "H", "H", "H", "H", "H", "H"],
  "xyz": [[0.32, -0.73, 0.90], [0.28, -0.22, -0.52], [-0.89, 0.77, -0.75], [-0.25, 1.99, -1.09], [1.09, 1.84, -1.10], [1.85, 2.72, -1.34], [1.44, 0.61, -0.73], [1.18, -1.37, 1.11], [-0.56, -1.37, 1.06], [0.27, 0.10, 1.61], [0.20, -1.03, -1.23], [-1.48, 0.88, 0.17], [-1.53, 0.41, -1.55], [2.18, -4.42, -3.68], [2.15, -3.15, -2.88], [1.15, -2.46, -2.86], [3.39, -2.75, -2.14], [1.57, -4.29, -4.57], [1.80, -5.23, -3.06], [3.18, -4.70, -4.01], [3.13, -2.17, -1.25], [3.97, -2.08, -2.77], [3.99, -3.62, -1.90], [5.71, -0.73, 0.53], [5.08, 0.25, -0.44], [5.01, -0.01, -1.62], [4.48, 1.50, 0.14], [5.18, -0.72, 1.48], [6.77, -0.50, 0.69], [5.64, -1.72, 0.09], [3.73, 1.29, 0.90], [4.01, 2.06, -0.67], [5.25, 2.11, 0.63], [-3.27, 4.14, -3.58], [-3.53, 2.75, -3.06], [-3.07, 2.39, -2.00], [-4.36, 1.82, -3.91], [-2.23, 4.40, -3.38], [-3.91, 4.85, -3.06], [-3.43, 4.22, -4.66], [-3.71, 1.37, -4.66], [-5.13, 2.37, -4.44], [-4.79, 1.04, -3.29], [3.40, -4.47, 1.19], [2.10, -4.23, 1.91], [1.05, -4.15, 1.31], [2.15, -4.08, 3.41], [3.65, -5.54, 1.15], [4.20, -4.01, 1.77], [3.38, -4.04, 0.20], [1.15, -3.87, 3.79], [2.79, -3.22, 3.64], [2.60, -4.95, 3.89], [5.05, 3.64, -4.50], [4.03, 2.57, -4.09], [4.58, 1.24, -4.58], [5.32, 1.60, -6.18], [4.40, 1.29, -7.25], [6.64, 1.03, -6.24], [5.38, 3.39, -5.96], [5.96, 3.60, -3.90], [4.64, 4.64, -4.35], [3.10, 2.78, -4.63], [3.80, 2.56, -3.03], [3.88, 0.42, -4.69], [5.43, 0.97, -3.95], [4.61, 3.73, -6.65], [6.32, 3.75, -6.36], [-3.80, 2.58, 2.75], [-3.55, 3.05, 1.33], [-2.13, 3.66, 1.28], [-1.27, 3.15, 2.77], [-1.26, 4.26, 3.68], [-0.04, 2.44, 2.51], [-2.52, 1.97, 3.28], [-4.55, 1.79, 2.81], [-4.14, 3.39, 3.41], [-4.30, 3.71, 0.90], [-3.55, 2.20, 0.63], [-2.13, 4.75, 1.33], [-1.64, 3.37, 0.35], [-2.50, 1.88, 4.37], [-2.25, 1.06, 2.75], [-6.91, -0.92, 0.56], [-6.55, -2.35, 0.13], [-5.24, -2.67, 0.83], [-4.25, -1.21, 0.55], [-3.78, -1.25, -0.81], [-3.33, -0.96, 1.62], [-5.63, -0.05, 0.57], [-7.24, -0.97, 1.60], [-7.71, -0.47, -0.02], [-6.49, -2.44, -0.95], [-7.33, -3.04, 0.45], [-4.68, -3.56, 0.57], [-5.41, -2.70, 1.91], [-5.46, 0.56, -0.31], [-5.54, 0.57, 1.45], [-1.19, -2.00, 4.16], [0.00, -1.10, 4.53], [-0.04, -0.92, 6.04], [-1.78, -0.80, 6.46], [-2.18, 0.58, 6.59], [-2.06, -1.72, 7.54], [-2.41, -1.51, 4.91], [-0.94, -3.02, 4.46], [-1.31, -2.03, 3.08], [-0.01, -0.14, 4.02], [0.94, -1.59, 4.27], [0.48, -0.05, 6.43], [0.27, -1.82, 6.57], [-2.91, -0.68, 4.41], [-3.12, -2.28, 5.21]],
  "lowdin_charge": [-0.01, -0.27, -0.09, 0.05, -0.56, 0.14, 0.09, 0.08, 0.08, 0.07, 0.13, 0.11, 0.12, -0.02, -0.49, 0.06, -0.02, 0.08, 0.09, 0.08, 0.07, 0.09, 0.08, -0.01, -0.48, 0.06, -0.01, 0.08, 0.09, 0.07, 0.09, 0.05, 0.09, -0.01, -0.48, 0.06, -0.01, 0.09, 0.09, 0.08, 0.10, 0.08, 0.08, -0.01, -0.50, 0.07, -0.02, 0.09, 0.08, 0.05, 0.06, 0.09, 0.09, -0.22, -0.21, -0.23, 0.67, -0.34, -0.33, -0.23, 0.12, 0.12, 0.12, 0.09, 0.11, 0.09, 0.10, 0.10, -0.22, -0.20, -0.20, 0.67, -0.31, -0.33, -0.23, 0.09, 0.12, 0.12, 0.08, 0.10, 0.08, 0.10, 0.08, -0.19, -0.22, -0.23, 0.65, -0.31, -0.32, -0.21, 0.12, 0.12, 0.12, 0.12, 0.12, 0.11, 0.10, 0.08, -0.22, -0.21, -0.22, 0.67, -0.32, -0.33, -0.21, 0.11, 0.09, 0.10, 0.09, 0.11, 0.10, 0.08, 0.10]
}

=====

Entry 2:
{
  "formula": "C32H63Br4F6N7O8S2V",
  "method": "the ωB97M-V functional and the def2-TZVPD basis",
  "s2": 2.0339,
  "homo_lumo_gap_ha": [0.2877, 0.3235],
  "charge": 1,
  "e_homo_ev": [-10.30, -11.43],
  "e_lumo_ev": [-2.4714, -2.6299],
  "spin_multiplicity": 3,
  "species": ["O", "V", "C", "C", "N", "C", "C", "C", "C", "C", "O", "C", "H", "H", "H", "H", "H", "H", "H", "H", "H", "H", "H", "H", "H", "H", "H", "H", "H", "H", "H", "H", "C", "F", "F", "F", "S", "O", "O", "N", "S", "O", "O", "C", "F", "F", "F", "C", "O", "N", "C", "C", "H", "H", "H", "H", "H", "H", "H", "C", "O", "N", "C", "C", "H", "H", "H", "H", "H", "H", "H", "C", "C", "C", "C", "N", "H", "H", "H", "H", "H", "H", "H", "C", "C", "C", "C", "N", "H", "H", "H", "H", "H", "H", "H", "C", "C", "C", "C", "N", "H", "H", "H", "H", "H", "H", "H", "Br", "C", "C", "Br", "H", "H", "H", "H", "Br", "C", "C", "Br", "H", "H", "H", "H"],
  "xyz": [[-4.03, 0.31, -0.48], [-3.12, 0.07, -1.77], [1.21, 6.83, -1.18], [0.38, 5.64, -0.59], [-0.36, 5.99, 0.73], [-1.55, 6.98, 0.51], [-1.03, 4.72, 1.26], [-1.57, 4.73, 2.68], [0.56, 6.70, 1.78], [1.69, 5.91, 2.34], [2.51, 5.41, 1.39], [3.76, 4.98, 1.84], [1.51, 6.60, -2.20], [2.15, 6.90, -0.63], [0.83, 7.86, -1.16], [0.99, 4.75, -0.43], [-0.40, 5.25, -1.24], [-1.22, 7.73, -0.21], [-1.95, 7.38, 1.44], [-2.38, 6.51, -0.02], [-0.23, 3.98, 1.19], [-1.78, 4.45, 0.52], [-0.90, 4.86, 3.52], [-2.11, 3.80, 2.82], [-2.33, 5.51, 2.70], [-0.11, 6.88, 2.63], [0.83, 7.70, 1.43], [1.45, 5.10, 3.03], [2.30, 6.69, 2.81], [3.69, 4.14, 2.53], [4.32, 5.86, 2.17], [4.20, 4.45, 0.99], [-1.42, -3.69, -0.42], [-0.74, -4.50, 0.35], [-0.90, -3.58, -1.67], [-2.67, -4.20, -0.42], [-1.54, -1.95, 0.53], [-2.89, -1.87, 1.15], [-0.43, -1.89, 1.49], [-1.46, -0.73, -0.76], [0.10, -0.56, -1.07], [0.87, -1.79, -1.03], [0.40, 0.14, -2.30], [0.73, 0.61, 0.37], [0.87, 1.86, -0.22], [-0.14, 0.67, 1.36], [1.90, 0.16, 0.84], [-1.80, -0.56, -4.98], [-2.13, -0.33, -3.81], [-0.78, -1.46, -5.36], [-0.63, -1.85, -6.76], [0.00, -2.22, -4.42], [-2.19, -0.05, -5.88], [0.38, -2.19, -6.99], [-1.00, -1.08, -7.45], [-1.29, -2.66, -7.05], [0.21, -3.21, -4.81], [0.95, -1.69, -4.36], [-0.41, -2.18, -3.41], [-4.07, -3.14, -2.60], [-3.70, -2.05, -2.23], [-5.01, -3.94, -1.98], [-5.20, -5.35, -2.32], [-5.67, -3.51, -0.74], [-3.92, -3.55, -3.61], [-6.25, -5.54, -2.54], [-4.80, -5.95, -1.50], [-4.58, -5.72, -3.14], [-5.04, -3.95, 0.04], [-5.45, -2.45, -0.73], [-6.75, -3.69, -0.71], [0.59, -4.55, 3.82], [1.47, -3.32, 3.85], [2.37, -3.05, 2.60], [3.37, -4.03, 2.10], [4.19, -4.76, 1.66], [1.25, -5.41, 3.92], [-0.04, -4.70, 2.95], [-0.04, -4.57, 4.70], [2.14, -3.36, 4.71], [0.78, -2.48, 3.89], [3.03, -2.20, 2.78], [1.70, -2.80, 1.77], [1.71, 0.90, 4.21], [1.20, 0.34, 5.52], [2.25, 0.62, 6.65], [3.57, -0.03, 6.37], [4.56, -0.59, 6.20], [2.68, 0.49, 3.91], [1.70, 1.99, 4.17], [1.00, 0.67, 3.42], [1.02, -0.72, 5.38], [0.27, 0.88, 5.71], [1.94, 0.23, 7.62], [2.39, 1.66, 6.91], [3.99, -3.89, -4.60], [3.45, -3.72, -3.16], [3.96, -2.45, -2.46], [3.69, -1.22, -3.21], [3.59, -0.26, -3.83], [3.62, -3.09, -5.25], [3.57, -4.83, -4.97], [5.07, -4.04, -4.69], [3.77, -4.42, -2.39], [2.37, -3.90, -3.12], [5.02, -2.56, -2.22], [3.51, -2.34, -1.47], [0.59, 3.28, -6.50], [1.13, 2.07, -5.04], [1.16, 2.94, -3.74], [2.70, 4.15, -4.00], [2.17, 1.77, -5.19], [0.50, 1.19, -5.12], [1.24, 2.42, -2.79], [0.25, 3.53, -3.73], [-3.76, -5.66, 2.54], [-3.26, -4.11, 3.69], [-4.43, -3.30, 4.18], [-5.73, -4.37, 5.25], [-2.46, -3.50, 3.27], [-2.62, -4.54, 4.47], [-4.98, -2.96, 3.30], [-4.05, -2.41, 4.68]],
  "mulliken_spin": [-0.22, 2.16, 0.00, 0.00, 0.00, 0.00, 0.00, 0.00, 0.00, 0.00, 0.00, 0.00, 0.00, 0.00, 0.00, 0.00, 0.00, 0.00, 0.00, 0.00, 0.00, 0.01, 0.00, 0.00, 0.00, 0.00, 0.00, 0.00, 0.00, 0.00, 0.00, 0.00, 0.00, 0.00, 0.00, 0.00, 0.02, 0.00, 0.00, -0.02, 0.08, -0.01, 0.00, -0.01, 0.00, 0.00, 0.00, 0.00, -0.03, 0.00, 0.00, 0.00, 0.00, 0.00, 0.00, 0.00, 0.00, 0.00, 0.00, 0.01, 0.00, 0.01, 0.00, 0.00, 0.00, 0.00, 0.00, 0.00, 0.00, 0.00, 0.00, 0.00, 0.00, 0.00, 0.00, 0.00, 0.00, 0.00, 0.00, 0.00, 0.00, 0.00, 0.00, 0.00, 0.00, 0.00, 0.00, 0.00, 0.00, 0.00, 0.00, 0.00, 0.00, 0.00, 0.00, 0.00, 0.00, 0.00, 0.00, 0.00, 0.00, 0.00, 0.00, 0.00, 0.00, 0.00, 0.00, 0.00, 0.00, 0.00, 0.00, 0.00, 0.00, 0.00, 0.00, 0.00, 0.00, 0.00, 0.00, 0.00, 0.00, 0.00, 0.00]
}

=====

no.,largest force on an atom (eV Å⁻¹),total energy (eV),molecular weight (g mol⁻¹)
1,1.1,-108242.3963,815.1
2,4.4,-404838.9603,1222.6